Record 1
DFT (ωB97M-V/def2-TZVPD) results for a molecular structure, C45H34GeI2N3O5SV.

ORCA input file:
```
! wB97M-V def2-TZVPD RIJCOSX def2/J DEFGRID3
* xyz 1 2
V 0.83 2.15 0.85
O -1.30 4.69 3.58
S -1.43 3.92 2.39
O -2.00 2.61 2.45
N 0.11 3.73 1.73
C 1.11 4.67 2.08
C 0.97 6.00 2.34
C 2.08 6.77 2.75
C 3.32 6.22 2.91
C 3.50 4.84 2.65
C 4.72 4.14 2.82
C 4.78 2.80 2.55
C 3.64 2.14 2.08
N 2.49 2.77 1.92
C 2.40 4.09 2.22
C -2.29 4.89 1.19
C -2.40 4.43 -0.12
C -3.09 5.20 -1.03
C -3.67 6.40 -0.64
C -3.57 6.84 0.67
C -2.87 6.08 1.60
H 0.00 6.48 2.25
H 1.93 7.82 2.95
H 4.16 6.81 3.25
H 5.59 4.67 3.16
H 5.70 2.24 2.68
H 3.66 1.08 1.83
H -1.97 3.48 -0.41
H -3.18 4.86 -2.06
H -4.22 6.99 -1.36
H -4.03 7.76 0.97
H -2.78 6.40 2.63
I 4.47 3.39 -1.37
C 3.80 1.44 -1.67
C 4.62 0.49 -2.24
C 4.17 -0.82 -2.36
I 5.53 -2.15 -3.25
C 2.88 -1.22 -1.98
C 1.59 -2.97 -3.35
C 0.15 -2.96 -2.79
C -0.31 -0.71 -1.85
N 0.66 -0.30 -1.16
C 2.02 -0.21 -1.52
C 2.52 1.08 -1.28
O 1.74 2.00 -0.63
H 5.62 0.76 -2.56
H 1.86 -3.96 -3.73
H -0.49 -3.66 -3.32
H -1.29 -0.58 -1.39
O 0.45 0.56 1.81
C -0.66 0.42 1.14
O -0.94 1.39 0.38
C -1.54 -0.76 1.32
C -0.80 -2.11 1.46
Ge -1.08 -3.49 0.07
C -2.85 -3.37 -0.72
C -3.92 -2.76 -0.06
C -5.19 -2.73 -0.64
C -5.40 -3.31 -1.89
C -4.35 -3.92 -2.55
C -3.09 -3.96 -1.97
C 0.30 -3.27 -1.31
C 1.57 -3.12 -0.96
C 2.47 -2.67 -2.09
C 1.59 -1.89 -4.39
C 0.56 -1.07 -4.24
C -0.36 -1.51 -3.12
C -0.81 -5.22 0.91
C 0.03 -6.18 0.34
C 0.17 -7.43 0.94
C -0.51 -7.73 2.10
C -1.35 -6.78 2.68
C -1.50 -5.54 2.08
H -2.27 -0.73 0.52
H -2.09 -0.52 2.24
H -1.06 -2.57 2.42
H 0.27 -1.95 1.50
H -3.79 -2.33 0.92
H -6.01 -2.27 -0.11
H -6.38 -3.28 -2.34
H -4.51 -4.39 -3.51
H -2.28 -4.46 -2.49
H 1.96 -3.22 0.05
H 3.38 -3.27 -2.12
H 2.38 -1.78 -5.12
H 0.37 -0.19 -4.83
H -1.40 -1.53 -3.45
H 0.57 -5.95 -0.56
H 0.83 -8.17 0.49
H -0.40 -8.70 2.56
H -1.89 -7.02 3.58
H -2.17 -4.81 2.54
*
```

Output
- relative energy (zero: lowest compared OMol25 entry of this formula, charge and spin) (kcal per mole) = 72.9
- orbital gap (alpha / beta) (Eh) = 0.2404 / 0.2651
- LUMO energy (alpha / beta) (eV) = -4.5 / -3.9
- expectation value of S² = 0.771

Here are the Löwdin charges for atoms 1 to 6, given in e:
1 V 1.184
2 O -0.258
3 S 0.663
4 O -0.257
5 N -0.181
6 C -0.238

Record 2
DFT (ωB97M-V/def2-TZVPD) results for a molecular structure, C45H35ClMnN8O.

ORCA input file:
```
! wB97M-V def2-TZVPD RIJCOSX def2/J DEFGRID3
* xyz -2 6
Mn 0.02 0.87 -0.02
C -6.49 1.21 0.67
C -6.49 1.03 -0.74
C -5.31 0.93 -1.44
C -4.11 1.00 -0.72
C -2.74 0.94 -1.13
N -2.36 0.95 -2.42
C -1.11 1.04 -2.77
C -0.68 1.18 -4.15
C -1.39 1.22 -5.34
C -0.68 1.35 -6.52
C 0.72 1.43 -6.52
C 1.43 1.39 -5.33
C 0.71 1.26 -4.14
C 1.14 1.15 -2.77
N 2.41 1.19 -2.41
C 2.77 1.09 -1.14
N 1.97 1.03 -0.02
C 2.78 1.00 1.11
N 2.42 1.10 2.36
C 1.14 1.23 2.73
N 0.02 1.14 1.95
C -1.10 1.39 2.72
N -2.37 1.43 2.35
C -2.74 1.22 1.10
N -1.95 1.03 -0.01
C -4.11 1.19 0.67
C -5.32 1.29 1.37
C -0.66 1.61 4.07
C -1.36 1.87 5.25
C -0.64 2.02 6.42
C 0.77 1.91 6.42
C 1.47 1.66 5.26
C 0.74 1.50 4.07
C 4.16 0.97 0.67
C 5.36 0.91 1.38
C 6.54 0.90 0.66
C 6.53 0.97 -0.75
C 5.34 1.03 -1.45
C 4.15 1.04 -0.72
N 0.02 1.01 -1.98
H -7.44 1.28 1.19
H -7.44 0.98 -1.27
H -5.29 0.80 -2.51
H -2.47 1.15 -5.33
H -1.21 1.38 -7.47
H 1.25 1.53 -7.46
H 2.51 1.45 -5.31
H -5.31 1.42 2.45
H -2.44 1.95 5.23
H -1.16 2.22 7.35
H 1.31 2.03 7.36
H 2.55 1.57 5.25
H 5.35 0.86 2.46
H 7.48 0.85 1.18
H 7.47 0.96 -1.29
H 5.31 1.08 -2.53
Cl 1.13 3.89 -0.96
C -0.11 3.00 -0.08
H -1.07 3.20 -0.55
H -0.08 3.32 0.96
C -0.35 -2.01 -3.03
C 0.72 -2.88 -2.38
C 2.07 -2.19 -2.23
C 0.25 -3.44 -1.06
C 0.09 -4.82 -1.00
C -0.33 -5.48 0.13
C -0.59 -4.71 1.25
C -0.47 -3.32 1.25
C -0.79 -2.63 2.55
C 0.46 -1.99 3.15
C -1.97 -1.67 2.41
C -0.06 -2.61 0.07
O -0.03 -1.30 0.02
H 0.02 -1.51 -3.93
H -0.70 -1.25 -2.33
H -1.21 -2.62 -3.31
H 0.89 -3.74 -3.04
H 2.02 -1.44 -1.45
H 2.39 -1.70 -3.15
H 2.83 -2.91 -1.93
H 0.33 -5.39 -1.90
H -0.44 -6.56 0.15
H -0.92 -5.18 2.17
H -1.10 -3.41 3.25
H 0.94 -1.34 2.41
H 1.18 -2.76 3.42
H 0.23 -1.40 4.03
H -1.78 -0.97 1.60
H -2.15 -1.11 3.32
H -2.87 -2.23 2.16
*
```

Output
- orbital gap (alpha / beta) (Eh) = 0.1598 / 0.1687
- LUMO energy (alpha / beta) (eV) = 4.3 / 3.6
- expectation value of S² = 9.133

Here are the Löwdin charges for atoms 1 to 6, given in e:
1 Mn 0.900
2 C -0.124
3 C -0.125
4 C -0.039
5 C -0.120
6 C -0.281

Record 3
DFT (ωB97M-V/def2-TZVPD) results for a molecular structure, C45H35N6O4S2Y.

ORCA input file:
```
! wB97M-V def2-TZVPD RIJCOSX def2/J DEFGRID3
* xyz -2 1
Y 0.08 0.35 -0.18
O 2.68 2.41 -3.11
C 2.08 1.62 -2.40
N 1.83 1.70 -1.06
C 2.44 2.64 -0.28
O 3.32 3.44 -0.57
C 1.95 2.60 1.15
C 2.12 3.71 1.97
C 1.69 3.64 3.28
C 1.14 2.46 3.75
C 1.01 1.40 2.86
N 1.40 1.47 1.59
C 1.49 0.38 -3.04
C 1.48 0.27 -4.42
C 0.96 -0.87 -5.01
C 0.53 -1.90 -4.19
C 0.59 -1.72 -2.81
N 1.02 -0.60 -2.24
H 2.56 4.60 1.55
H 1.76 4.50 3.94
H 0.78 2.36 4.76
H 0.57 0.46 3.18
H 1.87 1.10 -4.99
H 0.89 -0.96 -6.08
H 0.12 -2.81 -4.59
H 0.28 -2.51 -2.15
C -3.22 4.35 -1.76
C -1.92 4.12 -1.32
C -1.40 2.84 -1.31
C -2.17 1.72 -1.70
C -3.47 1.98 -2.20
C -3.97 3.27 -2.21
N -1.67 0.47 -1.52
N -2.27 -0.52 -2.31
C -2.22 -1.80 -1.98
C -2.56 -2.71 -3.05
C -2.46 -4.07 -2.95
C -2.05 -4.67 -1.75
C -1.82 -3.85 -0.65
C -1.90 -2.47 -0.73
H -3.64 5.35 -1.74
H -1.30 4.95 -1.00
H -0.36 2.70 -1.01
H -4.07 1.15 -2.54
H -4.98 3.45 -2.57
H -2.85 -2.24 -3.99
H -2.69 -4.69 -3.81
H -1.94 -5.75 -1.66
H -1.56 -4.30 0.30
S 1.41 -1.88 0.82
C 0.37 -2.64 1.98
C 0.93 -3.42 3.01
C 0.15 -4.07 3.94
C -1.23 -3.99 3.89
C -1.82 -3.23 2.88
C -1.04 -2.56 1.94
S -1.89 -1.51 0.79
H 2.01 -3.48 3.05
H 0.63 -4.67 4.72
H -1.85 -4.50 4.61
H -2.89 -3.16 2.80
C -0.96 -0.01 7.59
C -1.79 1.16 7.13
C -1.93 2.25 7.98
C -2.62 3.38 7.56
C -3.18 3.41 6.30
C -3.07 2.31 5.44
N -3.65 2.51 4.16
C -4.18 1.55 3.26
C -5.29 0.79 3.62
C -5.90 -0.04 2.68
C -5.42 -0.10 1.38
C -4.29 0.63 1.03
C -3.66 1.44 1.96
C -2.34 2.14 1.70
O -2.27 3.33 2.01
O -1.36 1.44 1.27
C -2.37 1.17 5.85
C -2.17 0.02 4.93
H -0.54 0.18 8.58
H -0.13 -0.20 6.90
H -1.55 -0.93 7.63
H -1.46 2.22 8.96
H -2.71 4.23 8.23
H -3.71 4.28 5.95
H -3.15 3.22 3.63
H -5.68 0.87 4.63
H -6.76 -0.63 2.97
H -5.90 -0.73 0.64
H -3.89 0.56 0.03
H -3.09 -0.57 4.83
H -1.39 -0.64 5.28
H -1.91 0.35 3.93
*
```

Output
- relative energy (zero: lowest compared OMol25 entry of this formula, charge and spin) (kcal per mole) = 29.1
- orbital gap (Eh) = 0.1555
- LUMO energy (eV) = 4.0

Here are the Löwdin charges for atoms 1 to 6, given in e:
1 Y 1.217
2 O 0.069
3 C -0.441
4 N 0.018
5 C -0.447
6 O 0.067

Total energy values (in eV) by entry order: -171160.3653 -105048.9070 -87084.7050.